19
Properties=species:S:1:pos:R:3 method="wB97M-V/def2-TZVPD" spin_multiplicity=1 molar_mass_g_mol=143.1 gap_ev=10.019 total_energy_ev=-13998.926 smiles="O=C=CC(=O)O.CC(C)=N" total_charge=0 e_homo_ev=-9.481
O 4.18 -1.88 -0.54
C 3.41 -1.00 -0.59
C 2.61 0.04 -0.55
C 2.76 1.16 0.36
O 1.94 2.05 0.34
O 3.87 1.14 1.12
H 1.78 0.06 -1.32
H 3.65 1.94 1.74
C -2.38 0.53 -1.15
C -1.93 -0.61 -0.26
C -2.58 -0.64 1.12
N -1.00 -1.29 -0.63
H -3.46 0.47 -1.43
H -1.59 0.68 -1.84
H -2.32 1.50 -0.55
H -3.58 -0.30 0.90
H -1.95 -0.21 1.90
H -2.73 -1.66 1.42
H -0.67 -1.99 -0.05


20
Properties=species:S:1:pos:R:3 method="wB97M-V/def2-TZVPD" spin_multiplicity=3 molar_mass_g_mol=175.2 s_squared=2.03 gap_ev="5.630 / 7.445" total_energy_ev=-24828.647 total_charge=0 e_homo_ev="-6.039 / -9.550"
C -0.29 -0.04 1.84
C -1.10 -0.70 0.89
C 0.51 1.00 1.76
C -0.86 -0.66 -0.45
C 0.63 1.74 0.49
C 1.39 0.94 -0.50
N 2.41 0.20 0.00
O -2.69 -0.48 -2.35
O -2.70 -2.47 -0.84
O -0.91 -2.16 -2.56
S -1.96 -1.39 -1.53
H -0.30 -0.46 2.92
H -2.11 -1.23 1.23
H 1.14 1.42 2.56
H -0.32 2.12 0.22
H 1.31 2.72 0.67
H 1.00 0.85 -1.48
H 3.24 -0.08 -0.54
H 2.43 0.40 0.99
H -0.83 -1.69 -3.32


21
Properties=species:S:1:pos:R:3 method="wB97M-V/def2-TZVPD" spin_multiplicity=1 molar_mass_g_mol=191.2 gap_ev=7.800 total_energy_ev=-26880.047 total_charge=0 e_homo_ev=-7.821
C -2.41 0.00 0.48
C -2.07 -1.11 -0.44
C -1.68 1.17 0.41
C -0.96 -1.02 -1.25
C -0.55 1.20 -0.48
C 1.21 0.11 1.18
N -0.36 0.17 -1.32
O 1.79 -1.46 -0.80
O 2.26 1.04 -1.01
O 3.73 -0.25 0.31
O 0.12 2.35 -0.66
S 2.21 -0.18 -0.14
H -3.23 -0.31 1.03
H -2.63 -2.04 -0.30
H -1.67 1.99 1.08
H -0.48 -1.78 -1.76
H 1.13 -0.93 1.35
H 1.74 0.67 1.88
H 4.05 0.64 0.16
H 0.50 0.37 -1.84
H 1.13 2.27 -0.80


17
Properties=species:S:1:pos:R:3 method="wB97M-V/def2-TZVPD" spin_multiplicity=1 molar_mass_g_mol=127.2 gap_ev="7.098 / 6.281" total_energy_ev=-18687.962 total_charge=0 e_homo_ev="-7.012 / -6.556"
C 0.23 -2.22 0.89
C 1.31 1.25 -3.23
C 1.26 -0.05 -2.73
C 0.54 -0.40 -1.52
C -0.42 -0.74 2.73
C -1.44 0.28 2.36
N 0.17 -1.59 2.01
S 0.46 -1.93 -0.81
H 0.05 -3.21 0.91
H 1.84 1.64 -4.09
H 0.75 2.01 -2.77
H 1.73 -0.94 -3.16
H -0.21 0.35 -1.09
H -0.15 -0.64 3.90
H -1.00 1.20 2.15
H -2.23 0.27 3.03
H -1.89 0.09 1.50


17
Properties=species:S:1:pos:R:3 method="wB97M-V/def2-TZVPD" spin_multiplicity=1 molar_mass_g_mol=127.2 gap_ev=7.622 total_energy_ev=-18691.777 total_charge=0 e_homo_ev=-7.836
C 2.53 -0.64 -0.85
C 1.38 -0.78 -0.21
C 0.58 0.35 0.39
S 1.42 1.58 1.12
C -0.87 0.30 0.50
C -1.72 -0.44 -0.28
C -1.29 -1.39 -1.41
N -3.06 -0.32 -0.06
H 3.05 0.31 -0.94
H 2.98 -1.50 -1.34
H 0.95 -1.78 -0.17
H -1.30 0.96 1.24
H -1.96 -1.42 -2.31
H -0.30 -1.09 -1.78
H -1.14 -2.38 -1.00
H -3.76 -0.60 -0.79
H -3.42 0.06 0.78


17
Properties=species:S:1:pos:R:3 method="wB97M-V/def2-TZVPD" spin_multiplicity=3 molar_mass_g_mol=127.2 s_squared=2.01 gap_ev="6.529 / 8.447" total_energy_ev=-18686.805 total_charge=0 e_homo_ev="-5.630 / -9.220"
C -0.96 0.19 -1.29
C 0.46 0.05 -1.59
C 1.06 -0.76 -0.42
C 1.23 -0.10 1.00
C -1.23 0.75 1.05
C -0.03 0.36 1.70
N -2.01 0.09 -1.95
S -1.44 -0.83 1.80
H 0.69 -0.59 -2.42
H 0.93 1.10 -1.50
H 0.34 -1.53 -0.20
H 2.13 -0.96 -0.76
H 1.73 -0.96 1.71
H 1.86 0.85 0.84
H -1.96 1.48 1.15
H 0.16 0.78 2.60
H -2.97 0.10 -1.71


22
Properties=species:S:1:pos:R:3 method="wB97M-V/def2-TZVPD" spin_multiplicity=1 molar_mass_g_mol=249.5 gap_ev=5.559 total_energy_ev=-69436.944 total_charge=0 e_homo_ev=-6.168
O 2.34 -1.09 1.18
C 2.81 -0.33 0.14
C 2.46 1.03 0.20
O 1.47 1.35 1.08
Zn 0.50 -0.33 1.48
H 3.83 -0.56 -0.19
H 3.29 1.76 0.26
O -1.92 0.90 -0.59
C -0.70 0.66 -1.24
C -0.31 -0.76 -1.31
O -0.52 -1.43 -0.07
C -1.90 -1.33 0.33
C -2.13 0.15 0.64
O -1.26 0.52 1.61
Na -0.31 2.56 1.46
H -0.72 1.18 -2.21
H -0.73 -1.33 -2.14
H -2.00 -1.94 1.23
H -2.53 -1.70 -0.49
H -3.19 0.31 0.87
H 0.49 1.20 -0.86
H 1.02 -0.82 -1.36


17
Properties=species:S:1:pos:R:3 method="wB97M-V/def2-TZVPD" spin_multiplicity=1 molar_mass_g_mol=113.1 gap_ev=6.366 total_energy_ev=-10457.506 total_charge=-1 e_homo_ev=-3.566
O -1.57 -0.61 -1.58
C -1.63 0.54 -0.96
O -2.38 1.51 -1.04
C -0.43 0.56 0.12
C 0.63 -0.37 -0.03
C 1.54 -0.58 1.07
C 0.74 -0.69 2.22
C 2.96 -0.71 0.68
H 0.02 1.56 0.31
H -0.96 0.82 1.02
H 0.59 -1.22 -0.75
H 0.74 0.94 -2.43
H 0.09 0.15 2.45
H 0.53 -1.68 2.77
H 3.62 -1.42 1.05
H 3.07 -0.36 -0.30
H 0.97 1.43 -1.84


17
Properties=species:S:1:pos:R:3 method="wB97M-V/def2-TZVPD" spin_multiplicity=1 molar_mass_g_mol=128.1 gap_ev=8.336 total_energy_ev=-17698.314 smiles="CCOPC1=CC=C1" total_charge=0 e_homo_ev=-8.088
C -2.66 0.36 0.38
C -2.06 -0.26 -0.77
O -1.20 -1.32 -0.35
P 0.24 -1.04 0.63
C 1.98 -0.31 -0.08
C 3.29 -0.89 -0.77
C 3.98 0.18 -0.40
C 2.70 0.64 0.50
H -2.48 -0.09 1.30
H -2.29 1.43 0.44
H -3.77 0.45 0.19
H -1.49 0.35 -1.49
H -2.80 -0.83 -1.28
H 0.79 -2.28 0.32
H 3.46 -1.67 -1.45
H 5.04 0.49 -0.63
H 2.47 1.47 1.25


16
Properties=species:S:1:pos:R:3 method="wB97M-V/def2-TZVPD" spin_multiplicity=1 molar_mass_g_mol=112.1 gap_ev="7.567 / 7.907" total_energy_ev=-15651.146 total_charge=0 e_homo_ev="-7.860 / -7.833"
C -1.39 0.85 0.51
C 0.80 1.16 -1.36
C -0.09 -1.28 1.18
C -0.07 0.19 0.90
C 0.06 -0.10 -1.65
C -0.25 0.55 -0.46
P 1.01 -2.20 0.04
H -2.23 0.22 0.53
H -1.53 1.93 0.76
H 1.80 1.16 -1.13
H 0.46 1.91 -2.06
H 0.20 -1.55 2.21
H -1.05 -1.78 0.96
H 0.65 0.77 1.53
H -0.56 -0.36 -2.46
H 2.17 -1.47 0.53


15
Properties=species:S:1:pos:R:3 method="wB97M-V/def2-TZVPD" spin_multiplicity=1 molar_mass_g_mol=330.0 gap_ev=8.907 total_energy_ev=-32689.328 smiles="O=CC1=C(I)C(F)(F)C(F)(F)C1(F)F" total_charge=0 e_homo_ev=-10.478
O -1.53 -1.51 -2.30
C -0.84 -1.76 -1.34
C -0.25 -0.77 -0.48
C -0.04 -0.81 0.94
I -0.73 -2.01 2.50
C 0.65 0.47 1.35
F 1.98 0.22 1.40
F 0.40 0.94 2.63
C 0.19 1.49 0.21
F -1.03 1.96 0.59
F 0.95 2.60 0.08
C 0.17 0.56 -1.08
F -0.62 1.04 -1.98
F 1.43 0.50 -1.56
H -0.73 -2.92 -0.96


10
Properties=species:S:1:pos:R:3 method="wB97M-V/def2-TZVPD" spin_multiplicity=1 molar_mass_g_mol=115.1 gap_ev="8.403 / 8.402" total_energy_ev=-10702.712 total_charge=0 e_homo_ev="-10.407 / -10.406"
C 1.91 -0.97 -0.06
C -1.90 -1.26 -0.13
C -0.16 1.72 0.74
C 0.65 -0.42 -0.16
C -0.59 -0.86 -0.29
C 0.11 0.99 -0.38
N 2.98 -1.43 -0.03
N -3.05 -1.37 -0.11
N -0.20 2.26 1.74
H 0.25 1.34 -1.33